{"formula": "C49H46I2OP2PdSi", "method": "ωB97M-V/def2-TZVPD", "elements": ["Pd", "C", "Si", "C", "C", "C", "C", "C", "C", "P", "C", "C", "C", "C", "C", "C", "C", "C", "C", "C", "C", "C", "C", "C", "C", "C", "C", "C", "P", "C", "C", "C", "C", "C", "C", "C", "C", "C", "C", "C", "C", "H", "H", "H", "H", "H", "H", "H", "H", "H", "H", "H", "H", "H", "H", "H", "H", "H", "H", "H", "H", "H", "H", "H", "H", "H", "H", "H", "H", "H", "H", "H", "I", "I", "C", "C", "O", "H", "H", "H", "C", "C", "C", "C", "C", "C", "C", "C", "C", "C", "H", "H", "H", "H", "H", "H", "H", "H", "H", "H", "H", "H"], "coordinates": [[12.675, 13.593, 13.752], [11.181, 10.184, 14.854], [11.104, 12.085, 14.732], [11.079, 12.627, 16.552], [10.993, 11.749, 17.645], [11.141, 12.219, 18.952], [11.375, 13.566, 19.195], [11.441, 14.450, 18.132], [11.285, 13.983, 16.835], [11.284, 15.027, 15.356], [12.160, 16.580, 15.643], [11.787, 17.488, 16.642], [12.522, 18.654, 16.813], [13.606, 18.924, 15.975], [13.945, 18.045, 14.963], [13.212, 16.876, 14.795], [9.547, 15.569, 15.357], [8.555, 14.852, 16.040], [7.236, 15.278, 16.002], [6.887, 16.421, 15.288], [7.866, 17.147, 14.619], [9.193, 16.722, 14.658], [9.483, 12.610, 13.896], [8.316, 12.038, 14.430], [7.035, 12.411, 14.036], [6.896, 13.354, 13.033], [8.024, 13.905, 12.442], [9.313, 13.549, 12.847], [10.672, 14.588, 12.197], [11.919, 13.619, 11.320], [12.925, 14.405, 10.816], [13.998, 13.862, 10.081], [14.200, 12.455, 10.112], [13.189, 11.656, 10.516], [11.807, 12.226, 10.718], [9.941, 15.504, 10.788], [10.042, 15.089, 9.454], [9.571, 15.894, 8.431], [9.008, 17.131, 8.712], [8.906, 17.554, 10.025], [9.370, 16.739, 11.054], [10.240, 9.779, 15.207], [11.937, 9.898, 15.581], [11.411, 9.679, 13.921], [10.843, 10.691, 17.482], [11.061, 11.520, 19.778], [11.530, 13.928, 20.202], [11.642, 15.492, 18.321], [10.910, 17.301, 17.263], [12.269, 19.348, 17.595], [14.164, 19.839, 16.115], [14.765, 18.259, 14.299], [13.505, 16.191, 14.009], [8.805, 13.954, 16.598], [6.483, 14.698, 16.533], [5.852, 16.733, 15.254], [7.599, 18.045, 14.083], [9.964, 17.293, 14.167], [8.404, 11.313, 15.241], [6.162, 11.957, 14.489], [5.915, 13.656, 12.692], [7.873, 14.633, 11.662], [12.955, 15.464, 11.032], [14.759, 14.517, 9.686], [15.173, 12.048, 9.857], [13.329, 10.580, 10.579], [11.412, 12.371, 9.697], [10.522, 14.157, 9.209], [9.641, 15.546, 7.404], [8.663, 17.767, 7.912], [8.487, 18.523, 10.255], [9.304, 17.089, 12.072], [15.339, 14.031, 13.287], [17.607, 13.978, 11.089], [14.424, 11.678, 15.318], [13.816, 13.069, 15.320], [13.896, 13.866, 16.197], [15.494, 11.720, 15.524], [14.246, 11.189, 14.359], [13.907, 11.141, 16.119], [8.934, 11.420, 9.795], [9.805, 10.516, 10.680], [8.885, 9.815, 11.682], [10.873, 11.290, 11.406], [10.537, 9.446, 9.858], [10.438, 9.336, 8.479], [11.091, 8.311, 7.793], [11.874, 7.400, 8.480], [12.006, 7.510, 9.863], [11.349, 8.529, 10.538], [8.438, 12.157, 10.425], [8.168, 10.831, 9.298], [9.497, 11.942, 9.023], [8.333, 10.550, 12.267], [9.442, 9.177, 12.366], [8.178, 9.190, 11.141], [11.180, 10.905, 12.361], [9.812, 10.023, 7.927], [11.001, 8.238, 6.717], [12.369, 6.612, 7.932], [12.609, 6.800, 10.400], [11.448, 8.603, 11.616]], "atomic_forces_ev_per_a": [[-0.141, -0.075, 0.255], [0.336, 0.397, -0.236], [-0.176, 0.077, 0.114], [-0.125, -0.167, 0.403], [0.117, 0.452, 0.046], [-0.172, -0.267, -0.233], [0.042, -0.144, -0.038], [-0.072, -0.124, -0.113], [0.031, 0.045, 0.128], [0.091, -0.188, 0.227], [-0.187, -0.004, 0.107], [0.003, 0.176, 0.013], [0.134, -0.360, -0.304], [-0.219, 0.033, 0.175], [-0.248, -0.002, 0.099], [0.452, 0.163, -0.043], [-0.244, -0.057, 0.019], [0.059, 0.101, -0.112], [0.015, 0.022, -0.020], [0.097, -0.132, 0.009], [0.175, -0.264, 0.194], [-0.387, -0.065, 0.129], [-0.601, -0.101, -0.144], [0.083, 0.100, 0.298], [0.244, -0.139, -0.156], [0.131, -0.096, -0.031], [-0.239, -0.208, 0.225], [0.037, -0.060, 0.107], [-0.269, 0.102, -0.367], [-0.392, -0.270, -0.179], [0.952, -0.186, -0.452], [-0.358, 0.129, 0.280], [-0.095, 0.111, -0.127], [0.171, -0.346, -0.215], [-0.087, -0.234, 0.385], [-0.048, -0.044, -0.300], [-0.072, 0.241, 0.271], [-0.034, -0.158, -0.176], [-0.018, -0.002, 0.041], [0.063, -0.141, 0.137], [-0.116, 0.330, -0.227], [-0.379, 0.021, 0.089], [0.158, -0.024, 0.044], [0.076, -0.033, -0.096], [-0.052, -0.062, 0.010], [0.080, 0.065, -0.037], [-0.050, -0.036, 0.051], [0.033, 0.145, 0.001], [0.243, 0.011, -0.147], [-0.126, 0.135, 0.142], [0.069, 0.026, -0.006], [0.178, 0.038, -0.104], [-0.109, 0.007, 0.066], [-0.010, 0.173, -0.100], [0.068, 0.160, -0.111], [0.003, 0.071, 0.001], [-0.004, 0.093, -0.086], [0.108, 0.139, -0.096], [0.039, 0.063, -0.146], [0.043, 0.003, 0.055], [-0.063, 0.038, 0.008], [0.078, 0.080, -0.122], [-0.044, 0.169, 0.096], [0.052, 0.012, -0.008], [-0.107, 0.062, 0.036], [-0.113, 0.110, 0.001], [0.039, 0.090, -0.015], [0.007, -0.148, -0.011], [0.043, 0.086, 0.111], [-0.049, 0.042, -0.111], [-0.044, 0.054, 0.013], [-0.010, 0.010, 0.119], [0.597, 0.414, -0.487], [0.046, -0.003, -0.058], [-0.305, 0.025, 0.010], [0.041, -0.622, 0.236], [0.327, -0.002, 0.407], [-0.076, 0.075, 0.085], [0.077, 0.020, 0.165], [0.103, -0.078, -0.003], [0.118, -0.010, 0.214], [0.151, 0.081, -0.228], [-0.035, 0.103, -0.014], [-0.095, 0.101, -0.180], [0.166, -0.188, 0.153], [-0.105, -0.163, -0.087], [0.117, 0.143, 0.169], [-0.110, 0.130, 0.018], [-0.262, 0.311, -0.264], [-0.031, -0.204, -0.199], [0.002, 0.065, -0.025], [-0.134, -0.102, -0.071], [0.048, 0.044, -0.001], [-0.017, 0.000, -0.001], [0.041, -0.023, 0.071], [-0.128, -0.104, -0.017], [0.099, -0.031, 0.147], [0.037, 0.024, -0.058], [-0.055, 0.007, -0.012], [0.096, -0.098, 0.051], [0.164, -0.142, 0.186], [0.036, -0.012, -0.043]], "fmax_ev_per_a": 1.07, "spin_multiplicity": 5, "gap_ev": [6.9, 6.1], "total_charge": 0, "e_homo_ha": [-0.2442, -0.2851], "e_lumo_ev": [0.25, -1.68], "mol_weight_da": 1101.2, "e_above_lowest_kj_mol": 24.1, "s2": 6.061}

{"formula": "C49H48FeN7O3P2S2", "method": "ωB97M-V/def2-TZVPD", "elements": ["Fe", "C", "N", "C", "P", "C", "C", "C", "C", "C", "C", "C", "C", "C", "C", "C", "C", "C", "C", "C", "C", "C", "C", "P", "C", "C", "C", "C", "C", "C", "C", "C", "C", "C", "C", "C", "H", "H", "H", "H", "H", "H", "H", "H", "H", "H", "H", "H", "H", "H", "H", "H", "H", "H", "H", "H", "H", "H", "H", "H", "H", "H", "H", "H", "H", "N", "C", "C", "C", "C", "C", "C", "S", "O", "O", "N", "C", "N", "C", "C", "C", "N", "H", "H", "H", "H", "H", "H", "H", "H", "H", "C", "C", "C", "O", "H", "H", "H", "H", "H", "H", "S", "C", "N", "C", "C", "C", "N", "H", "H", "H", "H"], "coordinates": [[0.354, 0.303, 0.032], [-0.459, -1.566, 2.790], [-0.694, -2.878, 2.269], [-0.695, -3.080, 0.854], [0.499, -2.095, -0.126], [2.143, -2.508, 0.479], [2.371, -3.241, 1.639], [3.675, -3.472, 2.059], [4.745, -2.976, 1.328], [4.518, -2.254, 0.159], [3.222, -2.013, -0.263], [0.311, -3.020, -1.673], [1.124, -4.119, -1.939], [0.890, -4.886, -3.073], [-0.147, -4.557, -3.938], [-0.959, -3.463, -3.670], [-0.734, -2.693, -2.539], [-1.134, -3.923, 3.116], [-1.942, -4.947, 2.625], [-2.391, -5.955, 3.471], [-2.050, -5.956, 4.813], [-1.233, -4.947, 5.299], [-0.767, -3.945, 4.461], [-1.198, -0.132, 1.869], [-2.969, -0.394, 1.752], [-3.781, 0.679, 1.364], [-5.149, 0.503, 1.257], [-5.715, -0.739, 1.523], [-4.911, -1.803, 1.909], [-3.537, -1.639, 2.018], [-0.931, 1.074, 3.193], [0.360, 1.559, 3.404], [0.602, 2.469, 4.421], [-0.444, 2.904, 5.223], [-1.725, 2.407, 5.025], [-1.974, 1.493, 4.014], [0.610, -1.302, 2.832], [-0.864, -1.495, 3.796], [-1.666, -2.847, 0.383], [-0.463, -4.121, 0.633], [1.544, -3.645, 2.212], [3.854, -4.048, 2.958], [5.757, -3.157, 1.665], [5.355, -1.886, -0.421], [3.040, -1.450, -1.175], [1.933, -4.383, -1.268], [1.513, -5.748, -3.275], [-0.327, -5.163, -4.818], [-1.772, -3.216, -4.341], [-1.365, -1.842, -2.319], [-2.250, -4.957, 1.584], [-3.026, -6.736, 3.070], [-2.410, -6.736, 5.471], [-0.940, -4.942, 6.342], [-0.084, -3.200, 4.856], [-3.344, 1.650, 1.180], [-5.777, 1.340, 0.978], [-6.786, -0.878, 1.437], [-5.352, -2.764, 2.139], [-2.933, -2.476, 2.337], [1.172, 1.238, 2.769], [1.605, 2.844, 4.585], [-0.263, 3.638, 5.999], [-2.539, 2.734, 5.659], [-2.976, 1.112, 3.873], [-1.107, 7.404, -3.490], [-1.014, 6.368, -2.618], [0.138, 5.557, -2.592], [0.214, 4.488, -1.735], [-0.853, 4.217, -0.876], [-1.993, 5.023, -0.869], [-2.068, 6.090, -1.728], [-0.816, 2.827, 0.120], [0.581, 2.476, 0.454], [-1.739, 2.992, 1.204], [-1.117, 1.485, -0.729], [-2.337, 1.077, -1.255], [-3.230, 2.002, -1.584], [-4.368, 1.557, -2.121], [-4.628, 0.214, -2.318], [-3.630, -0.657, -1.925], [-2.477, -0.247, -1.397], [-0.363, 7.613, -4.129], [-1.927, 7.980, -3.520], [0.965, 5.791, -3.252], [1.100, 3.866, -1.704], [-2.799, 4.803, -0.180], [-2.943, 6.730, -1.726], [-5.088, 2.319, -2.402], [-5.556, -0.134, -2.748], [-3.756, -1.732, -2.023], [4.123, 1.422, 1.795], [3.159, 1.152, 0.695], [3.395, 1.790, -0.630], [2.207, 0.397, 0.904], [5.149, 1.314, 1.438], [3.945, 0.774, 2.650], [3.995, 2.468, 2.098], [4.001, 2.690, -0.539], [2.449, 2.007, -1.122], [3.924, 1.061, -1.256], [0.559, 0.154, -2.612], [1.949, 0.201, -3.561], [1.770, 0.450, -4.898], [2.782, 0.489, -5.789], [4.050, 0.258, -5.364], [4.202, 0.000, -3.994], [3.209, -0.021, -3.122], [0.816, 0.604, -5.196], [2.526, 0.709, -6.816], [4.889, 0.273, -6.044], [5.191, -0.202, -3.592]], "atomic_forces_ev_per_a": [[-0.185, 1.546, -0.226], [-0.129, -0.100, -0.227], [0.142, -0.253, 0.166], [-0.268, 0.206, 0.090], [0.009, 0.129, 0.088], [0.178, 0.166, -0.087], [-0.007, -0.059, -0.002], [0.060, 0.023, -0.015], [-0.033, -0.004, 0.021], [-0.044, -0.007, 0.020], [-0.023, -0.164, -0.022], [-0.098, 0.277, -0.212], [0.004, 0.015, -0.017], [-0.017, 0.000, -0.017], [0.028, -0.029, 0.005], [0.025, -0.045, 0.041], [-0.062, -0.177, -0.013], [0.062, 0.099, -0.096], [-0.138, -0.066, -0.097], [-0.003, 0.032, -0.107], [-0.006, -0.011, 0.013], [0.054, 0.066, 0.025], [0.125, 0.022, 0.164], [0.788, -0.171, 0.637], [-0.086, 0.142, -0.506], [-0.057, -0.127, 0.140], [0.006, -0.049, 0.036], [-0.003, -0.038, -0.003], [-0.053, 0.041, -0.009], [-0.015, 0.003, 0.051], [0.168, 0.312, -0.184], [-0.095, -0.013, 0.099], [-0.009, -0.025, 0.028], [-0.015, 0.020, -0.016], [0.010, 0.010, 0.050], [-0.017, -0.047, 0.027], [0.036, -0.005, 0.150], [0.003, 0.019, 0.078], [-0.022, -0.107, -0.081], [0.028, -0.085, -0.070], [0.052, 0.041, -0.025], [-0.004, 0.011, -0.014], [-0.011, -0.013, -0.020], [-0.012, -0.010, 0.011], [0.048, -0.039, 0.096], [-0.022, 0.001, -0.031], [-0.001, 0.029, 0.001], [0.016, 0.020, 0.030], [0.016, 0.006, 0.022], [0.112, -0.116, -0.028], [0.004, -0.008, 0.086], [0.037, 0.027, 0.011], [0.014, 0.027, -0.028], [-0.001, 0.002, -0.057], [-0.087, -0.004, -0.015], [-0.045, -0.011, 0.025], [0.017, -0.024, -0.009], [0.042, 0.017, 0.018], [0.008, 0.008, -0.011], [-0.064, 0.058, -0.014], [0.020, 0.006, -0.002], [-0.048, -0.005, -0.018], [-0.001, -0.056, 0.000], [0.024, -0.001, -0.019], [0.012, 0.037, -0.020], [0.022, -0.134, 0.114], [-0.046, 0.082, -0.093], [0.035, 0.036, -0.052], [-0.091, -0.010, 0.045], [0.131, 0.064, -0.111], [0.082, 0.013, 0.026], [-0.028, 0.059, -0.039], [-0.696, -0.297, -0.340], [0.232, -0.731, 0.020], [0.116, 0.339, -0.036], [-0.278, -1.430, 0.131], [0.151, 0.133, 0.159], [-0.180, 0.047, -0.081], [0.180, 0.248, 0.063], [-0.023, -0.055, 0.013], [0.096, -0.059, 0.096], [-0.117, 0.192, -0.057], [0.016, 0.024, 0.000], [-0.006, 0.033, 0.010], [-0.012, -0.012, 0.014], [-0.045, 0.030, -0.041], [0.026, 0.009, -0.074], [0.030, -0.038, 0.004], [0.001, -0.032, 0.027], [0.025, 0.013, 0.018], [0.031, 0.038, -0.031], [0.006, -0.019, 0.068], [0.075, 0.038, -0.028], [0.010, 0.000, 0.090], [-0.439, -0.375, -0.122], [-0.031, 0.034, 0.003], [-0.007, -0.030, -0.024], [0.037, -0.034, -0.043], [-0.002, -0.022, 0.029], [0.003, -0.018, -0.005], [-0.029, 0.083, 0.174], [0.250, 0.540, 0.237], [0.210, -0.279, 0.183], [0.045, 0.039, -0.033], [-0.154, 0.015, -0.082], [0.178, -0.015, -0.007], [-0.201, -0.019, 0.195], [0.103, -0.076, -0.351], [-0.010, 0.034, -0.068], [-0.066, -0.026, 0.033], [-0.055, -0.001, 0.051], [-0.045, 0.019, 0.001]], "fmax_ev_per_a": 1.57, "spin_multiplicity": 2, "gap_ev": [5.4, 6.9], "total_charge": 2, "e_homo_ha": [-0.4423, -0.4420], "e_lumo_ev": [-6.62, -5.18], "mol_weight_da": 964.9, "e_above_lowest_kj_mol": 102.0, "s2": 0.958}